Density functional theory data (wB97M-V/def2-TZVPD) for a structure of composition C6H5BrMn2NO2 at a distorted geometry.

Relative energy (zero: lowest compared OMol25 entry of this formula, charge and spin) = 0.0 kcal per mole
E_HOMO (spin up / spin down) = -18.08 / -18.08 eV
Largest force on an atom = 2.4 eV/A
Spin multiplicity = 11
E = -5311.57652 a.u.
E_LUMO (spin up / spin down) = -14.552 / -14.506 eV
Total charge = +3
HOMO-LUMO gap (spin up / spin down) = 3.5314 / 3.5770 eV

Last column: Löwdin charge in e.
Atoms and positions in Å:
Mn: 2.44542 -2.77574 -1.83914  1.28
Mn: 5.94052 1.04739 -1.58908  1.34
Br: 4.01166 -0.63567 -1.07602  0.12
C: -1.40357 0.97034 1.94664  0.00
C: -0.07446 1.07578 1.56123  -0.03
C: 0.32823 0.42212 0.40529  -0.03
C: -0.61076 -0.19452 -0.39986  -0.16
C: -1.95907 -0.17822 -0.07008  0.03
C: -2.35861 0.37553 1.13424  0.00
N: -0.26991 -0.86240 -1.64354  -0.26
O: 0.65531 -1.75544 -1.61417  -0.16
O: -0.93586 -0.65568 -2.59100  0.26
H: -1.68061 1.24400 2.95832  0.14
H: 0.70051 1.52164 2.16625  0.12
H: 1.33283 0.61004 0.03941  0.08
H: -2.70917 -0.55050 -0.75704  0.14
H: -3.41247 0.34132 1.36854  0.14